Entry 1:
A structure of composition C3H3I3, computed with ωB97M-V/def2-TZVPD.

Positions of all 9 atoms, in Å:
C  -1.66  0.46  0.02
C  -2.68  -0.38  0.02
C  -0.22  0.09  0.01
I  -2.02  2.55  -0.01
I  -4.71  0.16  0.01
I  -2.38  -2.48  -0.01
H  0.14  0.03  -1.02
H  -0.06  -0.88  0.48
H  0.38  0.83  0.53

The LUMO energy is -0.0055 hartree. For the max |F|, the calculation gives 0.457 eV/A. The calculation puts the gap between HOMO and LUMO at 8.8 eV. As for the HOMO energy: -8.96 eV. For the energy, the calculation gives -27460.6411 eV.



Entry 2:
A structure of composition C3H3I3O in a non-equilibrium geometry, computed with ωB97M-V/def2-TZVPD.

Positions of all 10 atoms, in Å:
C  2.79  -0.89  -1.28
C  2.38  0.02  -0.64
C  -1.67  -0.05  0.46
O  -1.28  0.15  1.71
I  1.85  1.71  0.37
I  -2.79  -1.87  0.17
I  -2.81  1.69  -0.32
H  2.88  -1.63  -2.00
H  -0.72  0.00  -0.09
H  -0.64  0.89  1.62

The LUMO energy is -0.0073 hartree. For the max |F|, the calculation gives 2.519 eV/A. The calculation puts the gap between HOMO and LUMO at 9.1 eV. As for the HOMO energy: -9.25 eV. For the energy, the calculation gives -29505.6384 eV.



Entry 3:
The molecule C3H3IO2 in a non-equilibrium geometry, computed with ωB97M-V/def2-TZVPD.

Positions of all 9 atoms, in Å:
C  1.58  -0.53  -0.23
C  2.59  0.69  -0.31
C  0.40  -0.36  0.58
O  1.81  -1.49  -0.89
O  2.40  1.75  -0.78
I  4.51  -0.04  0.12
H  0.02  -1.41  0.81
H  -0.49  -0.03  0.06
H  0.39  0.10  1.60

Its SMILES is CC(=O)C(=O)I. The LUMO energy is -0.0072 hartree. For the max |F|, the calculation gives 4.943 eV/A. The calculation puts the gap between HOMO and LUMO at 9.6 eV. As for the HOMO energy: -9.77 eV. For the energy, the calculation gives -15354.1503 eV.



Entry 4:
The molecule C3H3IS in a non-equilibrium geometry, computed with ωB97M-V/def2-TZVPD.

Positions of all 8 atoms, in Å:
C  -2.27  0.04  0.32
C  -1.18  0.63  0.24
C  1.60  -0.20  -0.08
S  0.90  1.47  0.32
I  -4.02  -0.76  -0.29
H  2.31  -0.50  0.66
H  2.01  0.05  -1.11
H  0.65  -0.73  -0.06

Its SMILES is CSC#CI. The LUMO energy is -0.0394 hartree. For the max |F|, the calculation gives 4.587 eV/A. The calculation puts the gap between HOMO and LUMO at 8.0 eV. As for the HOMO energy: -9.10 eV. For the energy, the calculation gives -22090.6863 eV.



Entry 5:
A cluster of 2 separate species, C3H3IS in total in a non-equilibrium geometry, computed with ωB97M-V/def2-TZVPD.

Positions of all 8 atoms, in Å:
C  1.42  -0.62  0.24
C  2.29  0.14  -0.14
C  -1.66  -0.09  0.12
S  -0.69  -1.38  -0.78
I  3.94  1.31  -0.27
H  -2.46  -0.33  0.70
H  -1.95  0.63  -0.55
H  -0.90  0.34  0.67

The LUMO energy is -0.0802 hartree. For the max |F|, the calculation gives 4.413 eV/A. The calculation puts the gap between HOMO and LUMO at 7.2 eV. As for the HOMO energy: -9.34 eV. For the energy, the calculation gives -22089.6264 eV.



Entry 6:
A structure of composition C3H3InO2 in a non-equilibrium geometry, computed with ωB97M-V/def2-TZVPD.

Positions of all 9 atoms, in Å:
O  0.81  -0.66  -0.51
C  -0.49  0.61  1.23
C  0.60  0.56  -1.29
C  0.14  0.55  0.07
H  -1.77  0.06  1.76
H  -0.12  0.44  -2.10
H  1.54  1.05  -1.55
O  -0.80  -0.65  1.73
In  0.10  -1.96  0.67

Its net charge is +2. The LUMO energy (spin up / spin down) is -0.4878 / -0.4836 hartree. For the max |F|, the calculation gives 7.634 eV/A. The calculation puts the gap between HOMO and LUMO (spin up / spin down) at 7.6 / 7.2 eV. As for the HOMO energy (spin up / spin down): -20.86 / -20.39 eV. For the energy, the calculation gives -12398.7713 eV.



Entry 7:
A structure of composition C3H3LaO2 in a non-equilibrium geometry, computed with ωB97M-V/def2-TZVPD.

Positions of all 9 atoms, in Å:
H  -1.79  0.64  -1.31
O  0.20  -0.70  -0.20
O  0.01  -1.42  1.83
C  -0.82  1.13  -1.28
C  0.24  0.55  -0.71
C  -0.65  -0.91  0.91
H  1.23  1.02  -0.69
H  -0.73  2.21  -1.46
La  2.31  -2.52  2.90

The LUMO energy (spin up / spin down) is -0.0447 / -0.0444 hartree. For the max |F|, the calculation gives 2.487 eV/A. The calculation puts the gap between HOMO and LUMO (spin up / spin down) at 5.5 / 5.5 eV. As for the HOMO energy (spin up / spin down): -6.71 / -6.71 eV. For the energy, the calculation gives -8107.0765 eV.



Entry 8:
A structure of composition C3H3Li2MnO3 in a non-equilibrium geometry, computed with ωB97M-V/def2-TZVPD.

Positions of all 12 atoms, in Å:
O  1.04  0.28  1.06
C  -0.23  0.79  0.94
C  2.14  1.13  0.75
O  -0.98  -0.16  0.60
C  2.99  0.77  -0.26
Li  -2.82  -0.13  0.05
H  2.46  1.57  1.69
H  3.98  1.22  -0.21
H  2.63  0.76  -1.30
Li  0.12  2.93  0.70
Mn  0.68  -1.69  0.51
O  2.10  -1.95  -0.56

The spin multiplicity is 6. Its net charge is +1. The LUMO energy (spin up / spin down) is -0.1762 / -0.1776 hartree. For the max |F|, the calculation gives 3.497 eV/A. The calculation puts the gap between HOMO and LUMO (spin up / spin down) at 4.8 / 5.5 eV. As for the HOMO energy (spin up / spin down): -9.64 / -10.29 eV. For the energy, the calculation gives -41021.5183 eV.



Entry 9:
A structure of composition C3H3Li2O3Pr in a non-equilibrium geometry, computed with ωB97M-V/def2-TZVPD.

Positions of all 12 atoms, in Å:
O  1.37  1.41  0.87
Li  1.72  0.72  2.53
C  0.60  0.67  0.19
O  -0.44  1.29  -0.44
C  -0.55  0.83  -1.85
H  0.05  1.52  -2.46
H  -1.60  0.97  -2.13
Pr  0.21  -1.44  -1.55
C  0.24  -1.29  1.35
O  -0.59  -1.96  0.58
Li  -2.16  -0.81  1.40
H  1.15  -1.90  1.52

The spin multiplicity is 3. Its net charge is +2. The LUMO energy (spin up / spin down) is -0.3204 / -0.3020 hartree. For the max |F|, the calculation gives 2.871 eV/A. The calculation puts the gap between HOMO and LUMO (spin up / spin down) at 6.6 / 7.1 eV. As for the HOMO energy (spin up / spin down): -15.35 / -15.36 eV. For the energy, the calculation gives -23761.5241 eV.



Entry 10:
A structure of composition C3H3LiMnO3 in a non-equilibrium geometry, computed with ωB97M-V/def2-TZVPD.

Positions of all 11 atoms, in Å:
O  -0.50  -1.21  -0.68
Li  -0.79  -1.88  1.51
C  0.88  -0.89  -0.79
C  -0.42  0.07  -0.03
O  1.41  -0.83  0.47
C  0.73  0.42  0.88
H  0.62  0.50  1.96
H  1.29  1.33  0.66
H  -1.93  1.23  -0.57
Mn  -0.24  0.20  -2.55
O  -1.03  1.04  -0.85

The spin multiplicity is 6. Its net charge is +2. The LUMO energy (spin up / spin down) is -0.3690 / -0.3708 hartree. For the max |F|, the calculation gives 3.420 eV/A. The calculation puts the gap between HOMO and LUMO (spin up / spin down) at 7.1 / 7.1 eV. As for the HOMO energy (spin up / spin down): -17.17 / -17.15 eV. For the energy, the calculation gives -40803.9485 eV.



Entry 11:
A structure of composition C3H3MgO2 in a non-equilibrium geometry, computed with ωB97M-V/def2-TZVPD.

Positions of all 9 atoms, in Å:
C  0.76  1.07  -1.11
C  0.15  2.25  -0.94
H  0.52  3.15  -1.43
H  1.75  1.00  -1.56
H  -0.61  2.36  -0.17
O  -0.88  -0.16  0.09
C  0.30  -0.16  -0.43
O  1.12  -0.99  0.04
Mg  -0.52  -1.37  1.59

Its net charge is +1. The LUMO energy is -0.2759 hartree. For the max |F|, the calculation gives 2.944 eV/A. The calculation puts the gap between HOMO and LUMO at 6.4 eV. As for the HOMO energy: -13.93 eV. For the energy, the calculation gives -12691.9197 eV.



Entry 12:
The molecule C3H3N in a non-equilibrium geometry, computed with ωB97M-V/def2-TZVPD.

Positions of all 7 atoms, in Å:
C  0.04  -0.19  -1.00
C  -0.17  -0.46  0.25
C  0.04  0.60  1.25
H  -0.21  -0.82  -1.84
H  0.30  0.87  -1.30
H  -0.38  -1.42  0.64
N  0.38  1.42  2.00

Its SMILES is C=CC#N. The LUMO energy is 0.0198 hartree. For the max |F|, the calculation gives 3.801 eV/A. The calculation puts the gap between HOMO and LUMO at 11.4 eV. As for the HOMO energy: -10.83 eV. For the energy, the calculation gives -4648.3058 eV.